1.
{
  "formula": "C15H26N4O5",
  "method": "ωB97M-V/def2-TZVPD",
  "species": ["O", "O", "O", "O", "O", "N", "N", "N", "N", "C", "C", "C", "C", "C", "C", "C", "C", "C", "C", "C", "C", "C", "C", "C", "H", "H", "H", "H", "H", "H", "H", "H", "H", "H", "H", "H", "H", "H", "H", "H", "H", "H", "H", "H", "H", "H", "H", "H", "H", "H"],
  "xyz": [[-4.13164, -1.44758, -2.02956], [0.26136, -6.63558, 0.56444], [-0.44164, 4.38842, -2.26356], [-2.77764, -2.91358, -3.18156], [0.29836, -0.51658, 4.84444], [-1.50564, 4.72042, -0.38356], [1.25136, -5.45858, -1.11656], [1.36436, 1.15342, 3.52444], [-3.02064, -1.85358, -2.37756], [-0.43164, -1.62558, -2.27656], [0.63736, 0.55942, -1.17856], [-0.68364, 0.97642, -0.81456], [-1.60864, 4.43442, -1.69956], [0.30336, 1.12742, 2.52444], [0.65836, -6.68158, -0.57156], [0.77036, -0.84658, -1.96056], [-1.88964, 0.11342, -1.10656], [-2.83864, 4.96442, 0.35644], [2.38236, 2.25642, 3.41544], [-0.31464, 4.78642, 0.40044], [-1.83864, -1.05958, -1.95256], [1.32336, 0.30442, 4.62244], [1.67136, -4.26858, -0.34856], [1.66636, -5.51058, -2.55156], [-3.48564, 4.05742, 0.19544], [2.76636, 2.27042, 2.43644], [-2.56064, 5.18242, 1.43444], [-0.59064, 1.07042, 3.08844], [2.11336, -3.56758, -1.00856], [0.56636, -7.49258, -1.35956], [2.90336, -5.34858, -2.51156], [-0.79864, 1.88942, -0.51856], [3.24436, 2.20042, 3.89744], [2.20236, 0.40242, 5.36444], [-2.47064, 4.18542, -2.21956], [1.30236, -4.53958, -3.05056], [1.82036, -0.85558, -2.30056], [1.81736, 3.05242, 3.80844], [1.34036, -6.34058, -3.00656], [2.33636, -4.42958, 0.36044], [-0.30564, -2.60458, -2.68656], [-0.45464, 4.41042, 1.48044], [-2.98264, 0.50842, -0.95556], [0.31236, 1.94142, 1.94744], [1.46936, 0.87942, -0.81056], [0.27036, 5.64242, 0.41444], [0.41536, 0.37942, 1.78244], [-3.24864, 5.90042, -0.21056], [0.61536, -3.84858, 0.03744], [0.29636, 4.08742, -0.04856]],
  "forces_ev_per_angstrom": [[2.081, -1.170, -0.814], [-0.058, -1.323, -0.100], [-3.918, -0.241, 0.213], [-1.221, 4.669, 3.683], [5.157, 3.893, -1.105], [-4.952, 0.486, 1.549], [0.021, -3.035, -1.538], [1.922, -1.222, 1.467], [0.070, -2.285, -2.182], [0.419, 3.571, 1.429], [-8.295, -6.777, -3.364], [1.077, -7.824, -3.509], [9.048, 0.445, 0.580], [0.788, -2.055, 2.575], [1.008, 4.182, -0.624], [-3.279, 3.520, 1.615], [-0.621, 0.481, -2.375], [1.206, 1.019, -1.547], [-4.374, -1.657, -1.205], [-0.988, -2.053, 1.608], [4.583, 0.185, 1.689], [-4.098, -2.203, 0.192], [-6.805, 0.092, -2.425], [3.909, 5.981, 3.310], [0.443, 1.102, 0.537], [-0.389, 0.716, -1.721], [-0.835, -0.312, -1.421], [-1.250, -0.418, 0.035], [0.105, 0.693, -0.923], [0.031, 0.587, 0.943], [-3.057, -0.909, -0.714], [-1.049, 5.178, 2.419], [3.422, -1.170, 3.216], [-1.275, -0.130, -1.194], [-2.097, -0.144, -0.500], [0.305, -1.625, 0.405], [-0.801, -1.452, 0.032], [-0.075, 1.923, -0.352], [-0.946, -3.019, -1.769], [2.734, -1.194, 3.722], [-0.295, -0.245, -0.522], [-0.293, 0.743, -1.615], [2.394, -0.631, 0.110], [0.169, 3.854, -1.703], [4.929, 2.821, 1.717], [0.471, 2.246, -0.124], [0.011, -1.532, -0.167], [0.119, -1.681, 1.634], [2.743, -0.417, -0.288], [1.802, -1.663, -0.879]],
  "smiles": "O=[N+]([O-])c1ccccc1.CN(C)C=O.CN(C)C=O.CN(C)C=O",
  "homo_energy_ha": -0.3252,
  "energy_ha": -1181.9799
}

2.
{
  "formula": "C24H22F3N6O3S4SbY",
  "method": "ωB97M-V/def2-TZVPD",
  "species": ["Sb", "Y", "S", "S", "S", "S", "F", "F", "F", "O", "O", "O", "N", "N", "N", "N", "N", "N", "C", "C", "C", "C", "C", "C", "C", "C", "C", "C", "C", "C", "C", "C", "C", "C", "C", "C", "C", "C", "C", "C", "C", "C", "H", "H", "H", "H", "H", "H", "H", "H", "H", "H", "H", "H", "H", "H", "H", "H", "H", "H", "H", "H", "H", "H"],
  "xyz": [[4.08020, -2.92734, 0.25392], [1.07793, -0.92187, 0.65924], [1.69086, -3.42508, 0.23412], [3.80927, -0.44167, 0.66926], [2.86258, -0.21184, 2.50056], [4.74808, -2.62091, -1.93051], [-4.25231, -2.41620, 0.18884], [-2.78406, -2.93625, 1.69010], [-4.09278, -1.24354, 1.99981], [-1.17622, -1.33334, 0.35260], [1.45364, -0.81077, -1.67843], [-2.88932, 0.05623, -0.12478], [1.38802, 1.86869, -0.49493], [-0.55082, 0.02508, -2.29566], [1.09256, -0.54752, -3.89729], [-0.05359, -1.35326, 3.10704], [-0.36284, 1.02331, 1.64108], [-2.56321, 0.86988, -2.87967], [2.40527, -1.12459, -4.21134], [0.11992, 3.38324, -2.45721], [0.67187, -0.46052, -2.56766], [1.25213, -3.36308, 3.62294], [2.01164, 2.13446, -1.65493], [-1.67388, 1.89582, 3.43505], [-2.04930, -0.82138, 4.31386], [0.05647, -2.48931, 3.81281], [-1.02185, 0.84826, 2.79108], [0.26746, -0.13736, -4.88356], [3.40344, 1.62447, -1.86716], [-1.35985, 0.40251, -3.26074], [1.39401, 2.88577, -2.65419], [-1.70530, 3.14024, 2.84145], [-0.49658, 3.15573, -1.24377], [-2.36637, -0.95309, 0.35360], [-0.96793, 0.35338, -4.63589], [-0.91153, -2.85295, 4.75136], [-1.10491, 3.29679, 1.61082], [-1.03969, -0.50453, 3.41443], [-1.99609, -2.03516, 4.97332], [0.18438, 2.40392, -0.29221], [-0.44631, 2.21276, 1.04133], [-3.36971, -1.90747, 1.07250], [-2.88200, -0.15198, 4.46629], [2.14462, -2.75226, 3.48745], [3.04936, -0.36430, -4.65520], [0.66109, -0.23340, -5.88740], [-2.78305, -2.32288, 5.65894], [-2.19092, 3.97323, 3.33331], [-0.38473, 3.93735, -3.23942], [1.92364, 3.06756, -3.58062], [3.82052, 2.04142, -2.78502], [-3.29160, 0.99280, -3.55790], [2.87428, -1.49778, -3.29924], [-2.12687, 1.74052, 4.40151], [-1.61847, 0.67412, -5.43545], [-2.79732, 0.69327, -1.89694], [1.15647, -3.96096, 2.71595], [4.03828, 1.89268, -1.02421], [2.27933, -1.95462, -4.90567], [3.42550, 0.53485, -1.92163], [-1.49925, 3.50746, -1.04556], [-1.10820, 4.24984, 1.10219], [1.37198, -4.01989, 4.48521], [-0.79796, -3.78856, 5.28219]],
  "forces_ev_per_angstrom": [[0.016, -0.063, 0.020], [0.112, 0.308, 0.016], [0.053, -0.156, -0.020], [0.115, -0.053, -0.098], [0.063, 0.028, 0.260], [0.012, 0.001, -0.037], [-0.002, -0.036, -0.012], [-0.006, 0.000, 0.032], [-0.006, 0.016, 0.012], [-0.196, -0.072, 0.030], [-0.198, 0.038, 0.025], [-0.019, 0.034, 0.024], [-0.116, 0.013, -0.057], [0.013, -0.026, -0.035], [0.026, -0.103, 0.039], [0.064, -0.083, -0.007], [-0.093, 0.108, -0.036], [0.001, -0.034, 0.165], [0.002, 0.025, -0.006], [-0.015, -0.003, -0.005], [0.072, 0.059, -0.060], [-0.018, -0.005, -0.032], [0.027, -0.006, 0.011], [-0.024, 0.022, 0.001], [-0.023, 0.046, -0.031], [0.017, 0.033, 0.022], [0.059, -0.028, -0.039], [-0.020, 0.002, -0.019], [-0.001, -0.014, -0.003], [0.039, 0.029, 0.011], [0.023, -0.001, -0.002], [-0.014, -0.010, 0.035], [-0.018, 0.020, -0.017], [0.055, 0.025, -0.098], [-0.005, 0.000, 0.011], [-0.028, -0.013, 0.017], [0.003, 0.019, -0.018], [-0.071, -0.046, 0.081], [0.026, -0.023, -0.011], [0.072, -0.043, -0.034], [0.016, -0.011, 0.027], [0.018, -0.017, -0.071], [0.005, -0.010, 0.000], [-0.001, 0.012, 0.004], [-0.015, 0.008, 0.005], [0.004, -0.003, 0.004], [0.009, -0.005, 0.004], [0.004, 0.002, -0.003], [-0.001, 0.003, 0.009], [0.004, -0.004, 0.006], [0.006, 0.004, 0.010], [0.000, -0.021, -0.004], [-0.018, -0.022, -0.012], [0.001, 0.004, 0.000], [0.009, -0.005, -0.003], [-0.034, 0.042, -0.079], [0.005, -0.011, -0.015], [-0.005, 0.009, -0.008], [-0.004, 0.003, 0.003], [-0.012, 0.019, 0.004], [0.008, -0.008, -0.004], [0.007, -0.002, -0.002], [-0.001, 0.006, -0.002], [-0.001, 0.001, -0.006]],
  "charge": -1,
  "homo_energy_ha": -0.1265,
  "energy_ha": -3653.4194
}

3.
{
  "formula": "C4H14N2OS",
  "method": "ωB97M-V/def2-TZVPD",
  "species": ["S", "O", "N", "N", "C", "C", "C", "C", "H", "H", "H", "H", "H", "H", "H", "H", "H", "H", "H", "H", "H", "H"],
  "xyz": [[-2.16882, 1.31137, -0.09644], [0.97529, 3.43406, -1.11248], [0.54369, -1.84315, -0.17676], [1.33295, -0.11196, -1.77463], [-0.54121, -0.34064, 1.49302], [1.71320, -0.85925, -0.58513], [0.11461, -1.67580, 1.18950], [-1.93447, -0.21219, 0.94729], [0.65022, 4.02233, -0.45561], [-3.38083, 1.08989, -0.70212], [-2.39003, -1.01048, 0.29322], [0.88658, -1.92652, 1.92350], [1.92954, -0.21929, -2.58795], [0.16924, 0.46394, 1.01431], [0.25313, 2.85654, -1.52697], [-0.42201, -0.01363, 2.49599], [1.15152, 0.83855, -1.70325], [2.55256, -1.67581, -0.81751], [2.06323, -0.25037, 0.18368], [-2.68989, 0.18047, 1.72378], [-0.65304, -2.37677, 1.21619], [-0.15549, -1.68129, -0.94162]],
  "forces_ev_per_angstrom": [[0.334, 0.487, -0.950], [-0.259, -2.190, -2.067], [2.158, 2.123, -1.572], [0.695, -2.188, -0.662], [2.328, 1.919, -1.869], [-0.378, -4.374, -2.409], [-0.308, 0.706, -0.620], [-3.271, 1.651, 0.095], [-1.013, 0.407, 0.657], [0.688, -0.213, 0.567], [0.925, 0.342, 1.206], [0.061, -0.013, -0.358], [-0.010, -0.360, 0.392], [-1.355, -1.203, 0.349], [1.146, 1.734, 1.429], [-0.555, -0.216, 1.274], [-0.321, 1.840, 0.881], [-1.399, 2.244, 0.179], [0.228, 0.954, 1.613], [1.178, -1.867, -0.605], [-1.348, -1.689, 0.995], [0.477, -0.095, 1.474]],
  "smiles": "NCNCCCS.O",
  "homo_energy_ha": -0.3130,
  "energy_ha": -743.6589
}

4.
{
  "formula": "C17H15CdF4N2O2S",
  "method": "ωB97M-V/def2-TZVPD",
  "species": ["Cd", "S", "F", "F", "F", "F", "O", "O", "N", "N", "C", "C", "C", "C", "C", "C", "C", "C", "C", "C", "C", "C", "C", "C", "C", "C", "C", "H", "H", "H", "H", "H", "H", "H", "H", "H", "H", "H", "H", "H", "H", "H"],
  "xyz": [[-0.61245, 1.07801, 0.77855], [-2.60561, 2.21541, 1.52189], [6.06850, 1.55391, 2.03620], [2.47531, 1.44428, 5.07470], [4.44187, 1.25738, 0.01377], [0.77503, 1.10722, 3.07494], [-3.32398, -1.94762, 1.39401], [-1.51430, -0.92281, 0.55760], [1.55144, 0.93645, 0.47559], [-0.35815, 1.20246, -1.65597], [4.75282, 1.43530, 2.31379], [-5.40099, 1.66101, -1.33775], [4.33405, 1.50256, 3.62559], [-5.42332, 0.28897, -1.55317], [1.96328, 0.69890, -0.89622], [-1.50179, 0.65689, -2.38434], [-0.02894, 2.53302, -2.14797], [0.77353, 0.27700, -1.74220], [-3.67673, 0.00207, 0.11373], [3.88656, 1.26315, 1.25373], [-3.64924, 1.39071, 0.33098], [-4.53090, 2.19282, -0.40224], [2.96900, 1.38908, 3.82327], [2.48531, 1.12798, 1.42218], [-4.57425, -0.52013, -0.81632], [-2.77578, -1.03848, 0.78784], [2.09281, 1.21342, 2.78243], [-1.74832, -0.32286, -1.98007], [0.40983, -0.69291, -1.39404], [-6.10202, -0.14673, -2.27634], [-4.50571, 3.26033, -0.21887], [0.29398, 2.50153, -3.20016], [2.69234, -0.11593, -0.96170], [-6.06251, 2.31500, -1.89400], [2.44429, 1.57604, -1.34444], [5.02401, 1.63791, 4.44330], [-0.91075, 3.16849, -2.06733], [-4.59636, -1.59607, -0.94251], [0.76603, 2.97378, -1.54804], [1.09998, 0.16918, -2.78996], [-2.36747, 1.30741, -2.25724], [-1.27190, 0.56327, -3.45725]],
  "forces_ev_per_angstrom": [[0.103, -0.128, -0.024], [-0.059, 0.002, -0.044], [0.004, 0.001, 0.010], [0.017, 0.006, 0.012], [0.001, 0.000, 0.000], [-0.010, -0.004, -0.024], [0.051, -0.069, 0.023], [-0.020, 0.009, 0.076], [0.045, 0.075, 0.074], [-0.028, -0.032, -0.094], [-0.028, -0.002, -0.010], [-0.020, -0.039, -0.029], [0.039, 0.004, 0.005], [0.012, 0.015, 0.014], [0.000, -0.015, 0.041], [0.022, 0.017, 0.025], [-0.010, -0.031, 0.049], [-0.012, 0.000, -0.026], [-0.006, 0.012, 0.050], [0.005, 0.000, 0.003], [0.030, -0.108, 0.025], [0.060, 0.055, 0.054], [-0.065, -0.006, -0.046], [-0.026, -0.017, -0.043], [-0.012, -0.001, 0.015], [-0.083, 0.179, -0.135], [0.036, 0.012, 0.076], [0.000, 0.009, 0.006], [0.002, -0.002, -0.002], [-0.002, 0.005, -0.002], [-0.035, 0.002, -0.034], [0.001, 0.020, -0.002], [0.015, 0.013, -0.005], [0.005, 0.009, 0.006], [-0.003, 0.006, -0.015], [-0.002, -0.001, -0.002], [0.001, 0.005, -0.005], [-0.009, 0.004, -0.006], [0.002, 0.006, -0.002], [-0.005, -0.012, -0.001], [-0.004, -0.008, -0.009], [-0.013, 0.006, -0.006]],
  "charge": -1,
  "homo_energy_ha": -0.1771,
  "energy_ha": -1882.3099
}

One value per record, in order, for Kohn-Sham gap: 7.4, 5.5, 9.2, 7.7 eV.